No. 1
The following is a quantum chemistry calculation of 2 unconnected molecules or ions with the total composition C17H16ClFN2O8PS2 at a distorted geometry, from the OMol25 dataset.

The value obtained for the electronic energy is -83449.660 eV. The LUMO energy comes out at 0.96 eV. Its spin multiplicity is 1. As for the charge: -1. As for the largest force on an atom: 2.203 eV/Å. The calculation puts the highest occupied orbital energy at -0.21193 Eh. Its HOMO-LUMO gap is 6.730 eV.

Structure (XYZ):
```
48
C17H16ClFN2O8PS2, DFT ωB97M-V/def2-TZVPD
C -1.002 -4.236 3.431
C -0.279 -4.330 2.113
O -0.365 -5.348 1.432
N 0.386 -3.129 1.695
C -0.184 -2.512 0.503
P 2.027 -2.736 2.145
O 3.641 -2.374 2.418
S 1.448 -1.789 4.064
Cl 2.363 -4.651 3.159
O 1.804 -1.195 1.292
N 2.772 -0.212 1.476
O 2.320 0.850 1.230
S 2.758 -3.695 0.206
O 2.120 -4.931 -0.090
O 2.812 -2.734 -0.854
F 4.281 -4.058 0.470
H -1.720 -5.038 3.520
H -0.300 -4.268 4.251
H -1.531 -3.295 3.518
H 0.477 -2.440 -0.352
H -1.047 -3.081 0.181
H -0.547 -1.519 0.745
H 3.933 -2.926 3.151
H 0.517 -0.937 3.618
C 1.682 0.448 -1.914
C 2.011 1.257 -2.996
C 1.230 2.358 -3.309
C 0.106 2.650 -2.547
C -0.238 1.823 -1.471
C 0.559 0.732 -1.155
C -1.461 2.086 -0.666
O -1.770 1.379 0.269
C -2.317 3.250 -1.048
C -3.492 3.486 -0.347
C -4.291 4.566 -0.678
C -3.915 5.422 -1.709
C -2.748 5.189 -2.414
C -1.949 4.099 -2.093
C -0.710 3.844 -2.886
O -0.390 4.597 -3.786
H 2.297 -0.408 -1.660
H 2.883 1.028 -3.595
H 1.488 2.992 -4.146
H 0.310 0.101 -0.315
H -3.777 2.819 0.455
H -5.208 4.745 -0.133
H -4.538 6.270 -1.963
H -2.452 5.848 -3.219
```

---

No. 2
The following is a quantum chemistry calculation of a single C6H7N3O molecule at a distorted geometry, from the OMol25 dataset.

The relative energy (zero: lowest compared OMol25 entry of this formula, charge and spin) comes out at 103.4 kJ/mol. The value obtained for the electronic energy is -12852.005 eV. The LUMO energy comes out at 0.82 eV. Its spin multiplicity is 1. Its SMILES is NC(=O)c1ccc(N)nc1. As for the largest force on an atom: 6.832 eV/Å. The calculation puts the highest occupied orbital energy at -0.32056 Eh. Its HOMO-LUMO gap is 9.539 eV.

Structure (XYZ):
```
17
C6H7N3O, DFT ωB97M-V/def2-TZVPD
N -2.350 -0.871 -1.835
C -1.092 -1.496 -1.379
O -0.848 -2.578 -1.741
C -0.320 -0.636 -0.474
C -0.293 -0.724 0.948
C 0.506 0.099 1.620
C 1.311 1.043 0.906
N 2.240 1.881 1.638
N 1.386 1.154 -0.364
C 0.605 0.303 -1.081
H -2.843 -0.163 -1.432
H -2.895 -1.467 -2.251
H -1.012 -1.486 1.244
H 0.568 -0.037 2.872
H 2.416 2.654 1.039
H 2.101 1.914 2.611
H 0.520 0.410 -2.319
```

---

No. 3
The following is a quantum chemistry calculation of a single C5H7ClN4 molecule at a distorted geometry, from the OMol25 dataset.

The relative energy (zero: lowest compared OMol25 entry of this formula, charge and spin) comes out at 106.7 kJ/mol. The value obtained for the electronic energy is -23778.007 eV. The LUMO energy comes out at 0.59 eV. Its spin multiplicity is 1. Its SMILES is C=N[C@](Cl)(/C=N\N)CC#N. As for the largest force on an atom: 2.680 eV/Å. The calculation puts the highest occupied orbital energy at -0.36463 Eh. Its HOMO-LUMO gap is 10.509 eV.

Structure (XYZ):
```
17
C5H7ClN4, DFT ωB97M-V/def2-TZVPD
C -1.276 -1.014 -1.701
N -0.760 -0.287 -0.849
C 0.625 -0.310 -0.649
Cl 1.614 -1.098 -2.135
C 1.009 -0.869 0.809
N 0.587 -0.526 1.957
N -0.381 0.385 2.413
C 1.127 1.200 -0.750
C 0.522 1.895 -1.895
N -0.087 2.375 -2.741
H -2.341 -0.893 -1.650
H -0.772 -1.689 -2.345
H 1.660 -1.700 0.702
H -1.079 0.551 1.645
H -0.871 -0.002 3.277
H 2.290 1.371 -0.810
H 0.914 1.594 0.291
```

---

No. 4
The following is a quantum chemistry calculation of 8 unconnected molecules or ions with the total composition H18NO7 at a distorted geometry, from the OMol25 dataset.

The relative energy (zero: lowest compared OMol25 entry of this formula, charge and spin) comes out at 460.0 kJ/mol. The value obtained for the electronic energy is -16106.608 eV. The LUMO energy comes out at -3.00 eV. Its spin multiplicity is 1. As for the charge: +1. As for the largest force on an atom: 9.874 eV/Å. The calculation puts the highest occupied orbital energy at -0.53680 Eh. Its HOMO-LUMO gap is 11.604 eV.

Structure (XYZ):
```
26
H18NO7, DFT ωB97M-V/def2-TZVPD
N 0.077 -0.309 0.119
H -0.386 0.522 0.795
H -0.441 -1.087 0.384
H 0.947 -0.299 0.477
H -0.088 0.031 -0.871
O -0.110 0.306 -3.287
H -0.533 0.687 -4.138
H 0.729 0.840 -3.447
O 3.314 1.103 0.934
H 3.177 1.931 1.300
H 3.676 0.504 1.628
O -2.320 -1.051 -1.293
H -2.555 -0.287 -1.849
H -3.164 -1.365 -0.818
O 0.861 -2.203 -1.597
H 1.503 -2.867 -1.787
H 0.697 -1.650 -2.375
O -1.059 2.781 -0.124
H -1.945 2.903 -0.662
H -0.799 3.768 -0.153
O 0.455 1.654 2.734
H 0.925 0.946 2.737
H -0.067 1.114 3.435
O -1.161 -2.337 2.312
H -0.829 -3.410 2.210
H -0.898 -2.235 3.328
```

---

No. 5
The following is a quantum chemistry calculation of a single C9H20OSi molecule at a distorted geometry, from the OMol25 dataset.

The relative energy (zero: lowest compared OMol25 entry of this formula, charge and spin) comes out at 177.5 kJ/mol. The value obtained for the electronic energy is -19581.241 eV. The LUMO energy comes out at 0.77 eV. Its spin multiplicity is 1. Its SMILES is CC(C)=C[C@@](C)(O)[Si](C)(C)C. As for the largest force on an atom: 3.506 eV/Å. The calculation puts the highest occupied orbital energy at -0.31953 Eh. Its HOMO-LUMO gap is 9.462 eV.

Structure (XYZ):
```
31
C9H20OSi, DFT ωB97M-V/def2-TZVPD
C 0.661 -2.343 2.549
C 0.968 -1.063 1.807
C 2.011 -0.251 2.461
C 0.201 -0.693 0.812
C 0.040 0.743 0.047
C -0.815 1.553 1.007
O 1.292 1.414 0.063
Si -0.733 0.390 -1.674
C -2.185 -0.882 -1.702
C 0.910 -0.173 -2.479
C -1.353 2.047 -2.496
H 1.553 -2.641 3.208
H -0.139 -1.927 3.288
H 0.268 -3.215 2.050
H 1.952 0.875 2.534
H 2.165 -0.663 3.465
H 3.093 -0.525 2.067
H -0.552 -1.407 0.629
H -1.042 2.492 0.547
H -1.749 0.975 1.266
H -0.242 1.642 1.944
H 1.956 0.754 -0.212
H -2.523 -0.997 -2.749
H -2.102 -1.961 -1.347
H -2.955 -0.337 -1.133
H 0.927 -1.196 -2.315
H 0.919 -0.012 -3.536
H 1.784 0.303 -2.048
H -1.817 2.669 -1.728
H -0.450 2.507 -2.974
H -2.044 1.922 -3.353
```

---

No. 6
The following is a quantum chemistry calculation of a gas-phase ion, C3H4F3N2O4S2 (charge -1) at a distorted geometry, from the OMol25 dataset.

The relative energy (zero: lowest compared OMol25 entry of this formula, charge and spin) comes out at 0.9 kJ/mol. The value obtained for the electronic energy is -44169.013 eV. The LUMO energy comes out at 3.17 eV. Its spin multiplicity is 1. As for the charge: -1. As for the largest force on an atom: 4.472 eV/Å. The calculation puts the highest occupied orbital energy at -0.17055 Eh. Its HOMO-LUMO gap is 7.813 eV.

Structure (XYZ):
```
18
C3H4F3N2O4S2, DFT ωB97M-V/def2-TZVPD
C 0.819 -1.838 -0.654
C -1.108 1.027 0.714
C -1.272 2.383 0.360
N 1.806 -1.925 0.082
N 0.749 -1.976 -2.043
O -0.381 -1.430 -0.078
O -2.652 -0.591 -0.719
O 3.454 -1.007 1.703
O 1.560 0.395 1.200
F -2.530 2.994 0.465
F -0.604 3.230 1.215
F -0.866 2.607 -0.898
S -1.279 -0.165 -0.706
S 2.050 -0.945 1.674
H -1.733 0.829 1.561
H 0.090 0.929 1.033
H 1.648 -1.854 -2.486
H 0.249 -2.664 -2.423
```